(1)
Here is a molecular structure, C36H37N5O4Ru in a non-equilibrium geometry from OMol25. Energies are from wB97M-V/def2-TZVPD.

Geometry (Å):
Ru 0.07581 1.24899 -0.63179
O 2.15102 1.27875 -0.75796
C 2.97993 1.61027 0.11298
C 2.71700 2.05480 1.43850
C 3.83919 2.36954 2.23442
C 3.64333 2.78364 3.52055
C 2.36558 2.89626 4.07669
C 1.25928 2.58163 3.32118
C 1.41170 2.15879 1.99262
O 0.34709 1.85340 1.28875
N 4.81763 3.12519 4.34701
O 5.90017 2.82241 3.90162
O 4.59316 3.57117 5.44656
H 4.03048 1.55661 -0.19219
H 4.84496 2.28745 1.84418
H 2.26903 3.23372 5.09952
H 0.26149 2.65494 3.72915
C -5.24116 -1.17430 -0.48370
C -5.33097 0.06279 0.14712
C -4.29464 0.97160 0.04757
C -3.15699 0.61486 -0.66899
C -3.05162 -0.61842 -1.29636
C -4.10871 -1.51133 -1.21024
N -2.07387 1.54536 -0.81659
N -2.41970 2.75303 -0.81422
C -1.38580 3.69480 -1.02170
C -1.73704 5.02440 -1.12409
C -0.72781 5.94481 -1.39791
C 0.57163 5.49519 -1.55687
C 0.84250 4.13834 -1.42919
N -0.11964 3.25510 -1.16510
H -6.06093 -1.87453 -0.40925
H -6.21183 0.31792 0.71871
H -4.35093 1.93075 0.54264
H -2.17871 -0.86755 -1.88387
H -4.04667 -2.46553 -1.71306
H -2.76929 5.31311 -0.99648
H -0.96258 6.99548 -1.49229
H 1.37809 6.17777 -1.77840
H 1.84181 3.74207 -1.54687
C 0.32647 -4.26482 -4.31086
C 0.26974 -2.84682 -3.81786
C 0.24161 -1.78088 -4.72278
C 0.19827 -0.44550 -4.29516
C 0.18325 0.69465 -5.27146
C 0.17623 -0.22788 -2.94049
C 0.20111 -1.26640 -1.96330
C 0.24806 -2.59558 -2.45794
N 0.12160 -0.85210 -0.68030
C 0.12811 -1.66627 0.56644
C -1.04429 -1.17612 1.43658
C -1.00142 -1.84372 2.81342
C 0.33114 -1.52903 3.49712
C 1.48428 -2.07138 2.64899
C 1.32759 -3.58095 2.47063
C -0.00232 -3.86647 1.77010
C -1.15519 -3.35247 2.63015
C -0.00522 -3.18126 0.39157
C 1.46674 -1.39247 1.27481
H 0.28652 -4.31056 -5.39626
H -0.50608 -4.84576 -3.91478
H 1.24872 -4.74657 -3.98622
H 0.25485 -1.99129 -5.78438
H 0.14681 0.33472 -6.29692
H 1.08061 1.30482 -5.16425
H -0.68469 1.33498 -5.11157
H 0.13446 0.82071 -2.60645
H 0.26499 -3.43810 -1.78955
H -1.98309 -1.42409 0.93562
H -1.00448 -0.09030 1.55489
H -1.82727 -1.45177 3.41135
H 0.35630 -1.98479 4.48902
H 0.43787 -0.44847 3.63763
H 2.43942 -1.84716 3.12979
H 1.34606 -4.07488 3.44409
H 2.15993 -3.98532 1.88879
H -0.11121 -4.94025 1.60399
H -1.14650 -3.85519 3.59886
H -2.11524 -3.57869 2.15884
H -0.92554 -3.42752 -0.14572
H 0.84884 -3.57175 -0.16512
H 2.28157 -1.76959 0.64871
H 1.60942 -0.32101 1.39733

Calculated values
Energy above the lowest of the compared OMol25 structures with the same formula, charge and spin = 4.7 kJ/mol
Multiplicity = 5
⟨S²⟩ = 6.0596
Charge = +2
Lowest unoccupied orbital energy (spin up / spin down) = -7.422 / -8.393 eV
HOMO-LUMO gap (spin up / spin down) = 0.240 / 0.227 Eh
E_tot = -2062.987299 Eh
HOMO level (spin up / spin down) = -13.961 / -14.558 eV

(2)
Here is a molecular structure, C36H37NOP2Pt in a non-equilibrium geometry from OMol25. Energies are from wB97M-V/def2-TZVPD.

Geometry (Å):
Pt -1.25267 0.91138 -0.41054
C -2.28707 0.92098 -2.08229
C -1.90973 -0.56051 -2.08583
C -0.86809 -0.88964 -3.13549
C 0.40651 -0.01512 -2.96780
C 0.47994 0.84793 -1.71352
C 0.12726 2.22132 -1.46671
C -0.74828 3.05104 -2.31738
C -1.80278 2.09750 -2.97654
C 1.67553 0.25237 1.95037
H -3.30336 1.10073 -1.73389
H -2.82103 -1.14935 -2.12263
H -1.26995 -0.71526 -4.14288
H -0.59899 -1.94699 -3.05800
H 1.27182 -0.69675 -2.86662
H 0.56014 0.54819 -3.91294
H 1.47557 0.67453 -1.30207
H 0.77942 2.70783 -0.73573
H -0.19369 3.60152 -3.09967
H -1.20461 3.84354 -1.67709
H -2.73702 2.67756 -3.01851
H -1.47455 1.75031 -3.97498
H 0.97133 1.02754 1.59983
H 2.32997 0.68114 2.75252
H 1.08665 -0.62460 2.28533
P -1.22456 -1.35371 -0.27619
P 2.62426 -0.32484 0.53659
C 0.37506 -2.10072 -0.35399
C 1.65634 -1.59629 -0.35651
C -2.46022 -2.41835 0.46121
C -2.95650 -3.54770 -0.22393
C -3.68106 -4.51543 0.47183
C -3.93544 -4.36940 1.85065
C -3.48698 -3.21146 2.50424
C -2.80843 -2.21297 1.81186
C -3.30904 0.92434 0.51834
C -3.29455 2.26379 0.82963
C -4.48090 3.01473 0.80403
C -5.70308 2.31026 0.65714
C -5.72684 0.90837 0.47798
C -4.49637 0.15369 0.41046
C 3.91842 -1.30879 1.23293
C 3.54501 -2.52420 1.81484
C 4.52236 -3.25364 2.47734
C 5.83133 -2.75962 2.53109
C 6.18375 -1.53492 1.94717
C 5.20820 -0.78001 1.30439
C 3.38374 1.22730 -0.05221
C 3.00074 2.47600 0.49817
C 3.45792 3.67075 -0.07063
C 4.29666 3.65881 -1.18759
C 4.74303 2.43099 -1.68888
C 4.27115 1.22891 -1.15185
H 0.22638 -3.18630 -0.35920
H 2.35462 -2.36793 -0.72334
H -2.72068 -3.62991 -1.27889
H -4.02412 -5.38300 -0.08667
H -4.47226 -5.17102 2.37118
H -3.66030 -3.11306 3.57513
H -2.51006 -1.29504 2.32201
H -2.32016 2.78804 0.88243
H -4.42330 4.10734 0.90194
H -6.65529 2.86599 0.67774
H -6.69988 0.37336 0.37435
H -4.53599 -0.93466 0.21069
H 2.50548 -2.84648 1.72765
H 4.22884 -4.20582 2.92460
H 6.59606 -3.36153 3.01766
H 7.20990 -1.16545 1.97281
H 5.42909 0.19401 0.86538
H 2.37195 2.53140 1.39098
H 3.16989 4.61754 0.40268
H 4.62163 4.59462 -1.65441
H 5.45089 2.41518 -2.51902
H 4.59659 0.27209 -1.57311
O -2.20187 1.61182 3.88675
C -1.62550 1.05174 3.01063
N -1.05820 0.46394 2.11495

Calculated values
Energy above the lowest of the compared OMol25 structures with the same formula, charge and spin = 454.2 kJ/mol
Multiplicity = 3
⟨S²⟩ = 2.0283
Lowest unoccupied orbital energy (spin up / spin down) = -0.053 / -0.724 eV
HOMO-LUMO gap (spin up / spin down) = 0.195 / 0.216 Eh
E_tot = -2325.712154 Eh
HOMO level (spin up / spin down) = -5.366 / -6.588 eV

(3)
Here is a molecular structure, C36H37NOP2Pt in a non-equilibrium geometry from OMol25. Energies are from wB97M-V/def2-TZVPD.

Geometry (Å):
Pt -0.39699 2.81577 -3.24328
C -0.39952 4.24383 -4.76150
C -1.03707 4.78848 -3.61072
C -2.53564 4.81547 -3.50012
C -3.19830 3.44141 -3.82549
C -2.32157 2.21327 -3.65353
C -1.42975 1.70286 -4.66728
C -1.44678 2.29273 -6.03161
C -1.16449 3.82181 -5.99620
C -2.00358 -0.44768 -0.17061
H 0.60471 4.61572 -4.94427
H -0.48566 5.59516 -3.11825
H -2.93799 5.60058 -4.15822
H -2.81114 5.11506 -2.47514
H -4.02734 3.30145 -3.12767
H -3.62678 3.46502 -4.82850
H -2.69573 1.45831 -2.95162
H -1.21338 0.62623 -4.58789
H -2.40005 2.07031 -6.52017
H -0.68980 1.80665 -6.64925
H -0.50762 4.04871 -6.84160
H -2.08988 4.39502 -6.12534
H -1.35410 -0.20638 -1.03034
H -2.05893 -1.54113 -0.03692
H -1.58857 0.06411 0.71792
P -0.97616 2.91879 -0.82420
P -3.64237 0.18165 -0.49705
C -2.61796 2.74687 -0.13971
C -3.64111 1.93383 -0.60294
C 0.00679 3.89560 0.31833
C -0.24936 5.28071 0.45944
C 0.60842 6.05978 1.24660
C 1.72073 5.49701 1.88651
C 2.00034 4.13945 1.69702
C 1.13589 3.33799 0.93673
C 1.72795 2.85191 -3.49629
C 2.33371 1.86776 -4.25475
C 3.67614 2.01172 -4.63462
C 4.39834 3.13675 -4.22984
C 3.80710 4.05513 -3.35891
C 2.47912 3.88275 -2.94410
C -4.68031 -0.43158 0.90920
C -4.41646 0.10997 2.18429
C -5.08936 -0.34791 3.32120
C -6.04799 -1.36391 3.19646
C -6.32489 -1.91521 1.93321
C -5.63682 -1.45704 0.80289
C -4.20439 -0.53133 -2.06026
C -3.35435 -1.37605 -2.79657
C -3.77959 -1.94222 -3.99763
C -5.06263 -1.65247 -4.47926
C -5.90341 -0.77000 -3.78755
C -5.47287 -0.19246 -2.58317
H -2.81170 3.39207 0.73861
H -4.63982 2.37838 -0.75543
H -1.12862 5.69770 -0.04520
H 0.39345 7.11693 1.37703
H 2.34362 6.10012 2.56255
H 2.86560 3.68974 2.16990
H 1.29608 2.27158 0.78326
H 1.75348 0.99329 -4.56510
H 4.16547 1.24721 -5.24219
H 5.42973 3.29490 -4.55572
H 4.38788 4.90010 -2.98698
H 2.03098 4.55287 -2.21026
H -3.66458 0.89414 2.29539
H -4.89224 0.10197 4.29983
H -6.60589 -1.70541 4.07372
H -7.10081 -2.67954 1.83462
H -5.84912 -1.91161 -0.16984
H -2.36831 -1.63484 -2.39975
H -3.10317 -2.60537 -4.54051
H -5.39820 -2.10436 -5.40927
H -6.89381 -0.53246 -4.17940
H -6.13203 0.49271 -2.04524
O 2.20852 -0.00083 -1.33509
C 1.20502 0.62357 -1.20665
N 0.16522 1.23277 -1.05255

Calculated values
Energy above the lowest of the compared OMol25 structures with the same formula, charge and spin = 0.0 kJ/mol
Multiplicity = 5
⟨S²⟩ = 6.0241
Charge = +2
Lowest unoccupied orbital energy (spin up / spin down) = -5.018 / -9.005 eV
HOMO-LUMO gap (spin up / spin down) = 0.289 / 0.190 Eh
E_tot = -2325.236285 Eh
HOMO level (spin up / spin down) = -12.869 / -14.167 eV